1.
Entry from the Open Molecules 2025 dataset: a cluster of 21 separate species, C63H147N21O21 in total (ωB97M-V/def2-TZVPD).

**Energy relative to the best compared isomer or geometry (same formula, charge and spin)**: 327.7 kcal per mole
**Gap between HOMO and LUMO**: 8.647 eV
**Maximum force**: 5.05 eV/Å
**LUMO energy**: 0.007 Ha
**HOMO energy**: -0.31029 Ha

Each line ends with the Löwdin charge.
Positions of all 252 atoms, in Å:
O: 0.022 1.098 -1.947  -0.04
O: -3.628 -2.782 0.613  0.00
O: -3.301 4.433 -5.312  0.02
O: 4.695 -3.445 -1.513  0.00
O: 1.264 4.605 -3.361  0.01
O: 2.259 5.851 6.769  -0.02
O: 3.000 -2.942 4.207  -0.04
O: 4.444 -7.380 4.215  -0.03
O: 6.962 2.832 -1.278  0.01
O: -5.159 4.635 -0.135  0.00
O: 1.744 -0.907 -6.542  -0.03
O: 4.684 6.865 1.129  0.02
O: 0.372 1.881 2.276  -0.02
O: 4.273 0.348 -2.557  -0.10
O: 0.065 -6.575 4.245  0.04
O: 5.459 1.184 2.804  -0.02
O: -5.709 0.072 -3.227  0.00
O: -2.928 -1.129 4.496  -0.01
O: -7.210 2.151 1.684  -0.01
O: 0.552 -3.803 -1.339  0.00
O: -1.052 -3.768 -6.142  0.01
N: -0.750 -4.717 3.264  -0.15
N: -6.870 2.016 -3.140  -0.14
N: 0.609 3.006 -4.849  -0.17
N: -3.100 -1.492 6.783  -0.21
N: -2.719 -2.223 -5.881  -0.16
N: 3.079 5.497 1.985  -0.17
N: 4.943 4.012 -1.294  -0.14
N: 5.190 -3.410 3.801  -0.18
N: 2.542 -8.473 3.627  -0.20
N: -1.712 -4.006 -1.280  -0.16
N: -3.975 2.643 -6.628  -0.17
N: 1.022 0.381 3.793  -0.14
N: -2.986 4.478 -0.810  -0.18
N: 4.312 4.902 6.316  -0.20
N: 4.769 0.837 -4.779  -0.16
N: 6.541 0.546 0.844  -0.18
N: 2.992 -3.076 -0.016  -0.14
N: 1.999 -2.759 -5.134  -0.16
N: -7.476 4.050 2.994  -0.20
N: -5.176 -1.408 1.613  -0.15
N: -1.331 0.015 -0.454  -0.15
C: -0.564 -3.526 -1.700  -0.38
C: -4.314 4.586 -0.975  -0.37
C: -4.560 3.351 -7.761  -0.06
C: 1.437 -9.317 4.004  -0.06
C: -1.804 -1.121 -5.622  -0.04
C: 6.114 -4.448 3.540  -0.07
C: 3.872 -2.709 -1.003  -0.36
C: -6.524 0.870 -3.649  -0.41
C: 5.642 5.047 5.777  -0.06
C: 1.184 3.483 -3.775  -0.42
C: 5.517 -2.091 3.280  -0.03
C: 6.416 1.123 2.058  -0.36
C: 5.425 -0.289 0.269  -0.04
C: -4.025 -1.590 7.930  -0.02
C: -5.936 -1.202 2.822  -0.07
C: 3.951 -3.736 4.136  -0.33
C: -3.508 -1.028 5.560  -0.33
C: -4.279 -2.460 1.556  -0.33
C: 2.688 -8.072 2.266  -0.05
C: -5.557 -0.754 0.342  -0.01
C: 1.577 -1.982 -3.959  -0.01
C: -0.195 0.636 -0.817  -0.30
C: -4.163 1.187 -6.653  -0.09
C: 4.140 2.152 -4.834  -0.02
C: -2.500 4.309 0.520  -0.03
C: 0.290 -5.479 3.872  -0.28
C: 4.679 0.015 -3.729  -0.27
C: 0.604 -0.530 4.896  -0.04
C: 0.281 1.575 -4.966  -0.04
C: 0.073 1.126 3.174  -0.36
C: -0.017 3.961 -5.669  -0.05
C: -7.847 2.815 -3.883  -0.06
C: -3.363 3.260 -5.536  -0.34
C: -1.822 -2.101 6.910  -0.07
C: 2.421 0.509 3.370  -0.04
C: 5.297 0.316 -6.074  -0.02
C: -2.906 -3.893 -2.095  -0.06
C: 2.232 -4.198 -5.158  -0.04
C: 5.768 2.949 -1.109  -0.35
C: 2.935 -4.484 0.404  -0.04
C: -7.946 3.356 4.178  -0.05
C: -2.446 0.047 -1.362  -0.05
C: -1.729 -5.323 -0.558  -0.02
C: 7.767 0.516 0.158  -0.10
C: 3.464 3.854 -1.122  -0.01
C: -4.140 -1.956 -5.990  -0.07
C: -0.511 -3.437 2.618  -0.07
C: -7.887 5.429 2.960  -0.06
C: -6.876 2.426 -1.667  0.00
C: 1.857 -2.124 -6.313  -0.35
C: 1.991 6.198 1.312  -0.06
C: -2.122 4.249 -1.961  -0.03
C: 2.716 4.307 2.840  -0.04
C: 5.335 5.258 -1.916  -0.04
C: 2.015 -2.121 0.500  -0.06
C: -7.257 3.363 1.835  -0.32
C: 3.326 5.827 6.135  -0.32
C: 3.373 -7.927 4.523  -0.31
C: -2.224 -3.461 -6.173  -0.33
C: 4.377 5.902 1.781  -0.36
C: 4.041 3.589 6.865  -0.05
C: -1.526 -0.651 0.820  -0.04
C: -2.133 -5.189 3.172  -0.04
H: -0.891 -5.452 0.127  0.07
H: 4.418 -0.093 0.692  0.09
H: -4.703 -2.852 -5.851  0.07
H: -8.907 2.507 -3.640  0.11
H: 2.278 -7.087 2.099  0.07
H: -7.207 6.035 3.559  0.10
H: -1.175 -2.691 2.985  0.06
H: -3.560 0.633 -7.357  0.07
H: -1.189 -1.529 7.634  0.11
H: 4.443 -0.107 -6.602  0.08
H: -4.583 4.519 -2.101  0.15
H: 3.472 -4.662 1.393  0.10
H: 2.245 -1.144 -3.760  0.07
H: -2.368 -5.533 2.197  0.05
H: -7.429 2.417 4.079  0.07
H: -8.925 5.518 3.283  0.09
H: 5.046 -1.026 -3.925  0.15
H: 2.902 -0.450 3.596  0.06
H: 4.777 2.968 -5.093  0.08
H: -0.746 -2.697 -2.551  0.16
H: -7.118 3.954 0.908  0.11
H: 0.587 4.873 -5.649  0.10
H: 5.703 4.362 4.929  0.09
H: -4.263 4.401 -7.769  0.09
H: 1.092 5.580 1.150  0.09
H: -1.075 4.179 -5.391  0.08
H: -1.968 -0.579 -4.670  0.08
H: -3.057 -0.845 -1.257  0.07
H: -2.989 -4.213 -6.455  0.14
H: 5.088 5.188 2.261  0.13
H: -2.928 -4.504 3.536  0.09
H: 6.014 -0.451 -5.949  0.07
H: -7.789 2.172 -1.212  0.07
H: 5.899 6.068 5.622  0.08
H: 4.829 3.278 7.527  0.08
H: -5.677 3.321 -7.787  0.09
H: 2.241 3.574 2.165  0.07
H: -2.989 -4.714 -2.836  0.11
H: 7.312 1.744 2.319  0.14
H: -5.392 -1.496 -0.409  0.08
H: 8.279 1.437 0.366  0.07
H: 3.002 1.296 3.861  0.07
H: 3.283 2.086 -5.557  0.11
H: -0.646 -0.607 1.426  0.06
H: 3.725 -1.587 -1.235  0.12
H: -1.343 -2.212 5.948  0.06
H: -2.435 -0.344 1.337  0.09
H: -5.649 -1.845 3.669  0.08
H: -0.776 1.453 -4.700  0.06
H: 8.370 -0.327 0.493  0.09
H: -7.725 3.838 -3.641  0.07
H: -4.506 -1.284 -5.218  0.06
H: 0.506 -8.846 3.783  0.06
H: 1.996 4.540 3.674  0.10
H: 1.027 -2.398 0.126  0.05
H: -2.776 -2.922 -2.604  0.08
H: -4.216 0.769 -5.626  0.07
H: 3.212 4.162 -0.119  0.06
H: 5.225 0.070 -0.794  0.07
H: 2.474 0.672 2.271  0.09
H: -0.803 -1.567 -5.501  0.06
H: -1.774 -0.449 -6.470  0.08
H: 1.976 -2.058 1.603  0.08
H: 5.753 -1.301 0.312  0.07
H: 1.507 -4.775 -4.613  0.08
H: 5.159 2.124 -0.676  0.11
H: 1.630 2.642 -3.119  0.13
H: 5.674 -5.367 3.946  0.06
H: 3.115 -8.087 5.524  0.12
H: 0.609 0.694 -0.048  0.13
H: -4.529 -0.636 5.637  0.12
H: -3.714 -3.803 -1.434  0.05
H: 6.386 5.437 -1.881  0.09
H: -1.852 3.504 0.570  0.05
H: 2.148 -8.768 1.601  0.10
H: 1.555 -10.305 3.415  0.12
H: 2.892 4.548 -1.764  0.08
H: -7.623 3.956 5.010  0.08
H: -2.686 4.488 -2.854  0.06
H: -4.189 -2.798 2.606  0.11
H: 6.554 -1.779 3.307  0.09
H: -4.475 -1.506 -6.969  0.10
H: -3.439 -1.161 8.779  0.11
H: -1.850 5.163 0.777  0.10
H: 1.895 -2.825 -7.159  0.12
H: 1.491 -2.714 -3.105  0.09
H: -1.820 -1.710 0.570  0.07
H: -4.990 0.096 0.246  0.05
H: 0.022 3.641 -6.683  0.08
H: 6.338 4.752 6.565  0.09
H: -1.716 -6.116 -1.321  0.10
H: 1.713 7.051 1.885  0.08
H: 3.540 3.820 3.321  0.05
H: 3.551 6.584 5.386  0.13
H: -2.142 -6.093 3.748  0.07
H: 2.242 -1.149 0.085  0.07
H: 5.248 -1.836 2.255  0.06
H: -6.618 -0.538 0.349  0.09
H: 1.152 -4.883 4.086  0.11
H: -2.673 -5.409 0.039  0.09
H: 0.526 -3.113 2.840  0.07
H: 3.203 -4.422 -4.816  0.06
H: -0.598 -3.547 1.516  0.08
H: 3.371 -5.121 -0.340  0.08
H: 7.658 0.579 -0.972  0.11
H: 0.756 1.042 -4.159  0.05
H: -3.075 0.965 -1.248  0.10
H: -6.994 -1.333 2.633  0.09
H: 0.654 -1.521 -4.232  0.04
H: -2.078 0.131 -2.422  0.08
H: 4.964 6.058 -1.303  0.07
H: 6.346 -4.583 2.489  0.09
H: 3.863 -4.807 4.417  0.13
H: 3.747 -8.042 2.003  0.09
H: 1.977 -4.878 0.583  0.04
H: 3.725 2.302 -3.837  0.06
H: -2.913 2.495 -4.840  0.14
H: -2.004 -3.145 7.263  0.11
H: -1.164 4.816 -1.959  0.10
H: -6.855 3.502 -1.692  0.06
H: 0.482 1.123 -5.963  0.09
H: -7.710 2.674 -4.965  0.08
H: 3.196 2.818 -1.395  0.08
H: -1.841 3.216 -2.049  0.07
H: 7.072 -4.279 4.076  0.10
H: 2.167 -4.524 -6.284  0.12
H: 2.167 6.539 0.296  0.08
H: -0.962 0.988 3.526  0.13
H: -6.094 1.967 -1.048  0.09
H: 5.765 1.141 -6.649  0.10
H: -4.785 -0.847 7.723  0.08
H: 0.676 -1.572 4.616  0.06
H: 1.465 -9.586 5.045  0.08
H: -4.375 -2.584 7.931  0.08
H: -7.839 5.646 1.904  0.08
H: -9.028 3.236 4.244  0.10
H: 5.010 -1.378 3.978  0.10
H: 4.926 5.329 -2.862  0.06
H: 3.985 2.857 6.065  0.08
H: -3.385 4.196 1.206  0.11
H: -0.462 -0.354 5.126  0.05
H: -5.179 0.952 -7.026  0.09
H: 3.059 3.526 7.411  0.11
H: -5.816 -0.199 3.202  0.08
H: -6.922 0.761 -4.699  0.14
H: 1.038 -0.278 5.880  0.10
H: -4.262 2.842 -8.686  0.09

=====

2.
Entry from the Open Molecules 2025 dataset: a structure of composition C11H20FI2N3P (ωB97M-V/def2-TZVPD).

**Net charge**: -1
**Gap between HOMO and LUMO**: 5.659 eV
**Maximum force**: 2.41 eV/Å
**LUMO energy**: 0.080 Ha
**HOMO energy**: -0.12808 Ha

Each line ends with the Löwdin charge.
Positions of all 38 atoms, in Å:
I: -1.061 3.083 -1.465  0.64
I: 1.760 3.779 0.692  0.65
P: -2.234 0.686 0.780  0.37
F: -3.100 3.323 1.252  -0.15
N: -1.984 -2.811 1.329  0.14
N: 3.554 -1.118 -2.599  0.15
N: 1.327 -0.557 -0.657  0.18
C: 2.398 -0.137 -0.639  -0.30
C: -3.620 2.037 0.971  -0.54
C: -0.815 2.040 0.387  -0.86
C: 0.513 1.586 2.434  -0.22
C: 3.772 0.350 -0.630  -0.13
C: 3.361 -1.601 -3.624  -0.19
C: 3.117 -2.204 -4.929  -0.06
C: 0.244 2.316 1.143  -0.90
C: -0.966 -3.214 0.976  -0.29
C: 0.346 -3.667 0.531  -0.08
C: -4.517 1.682 2.157  -0.15
H: 4.136 0.506 -1.626  0.04
H: -5.430 1.165 1.853  0.06
H: 0.049 0.598 2.438  0.04
H: -1.221 -0.336 0.645  -0.08
H: 0.969 -3.901 1.393  0.07
H: 2.062 -2.456 -5.027  0.09
H: 3.390 -1.505 -5.717  0.08
H: -4.836 2.631 2.612  0.06
H: -3.245 -0.361 0.930  -0.05
H: -2.484 0.631 -0.670  -0.08
H: -2.048 0.789 2.230  -0.02
H: -3.977 1.117 2.927  0.04
H: 0.243 -4.559 -0.086  0.07
H: 4.417 -0.362 -0.118  0.08
H: 0.821 -2.876 -0.050  0.04
H: 3.711 -3.110 -5.034  0.08
H: 1.578 1.511 2.673  0.04
H: -4.227 2.016 0.056  0.08
H: 0.055 2.152 3.258  0.07
H: 3.803 1.309 -0.105  0.04

=====

3.
Entry from the Open Molecules 2025 dataset: a structure of composition C4H24CdF12N2O20S4 (ωB97M-V/def2-TZVPD).

**Energy relative to the best compared isomer or geometry (same formula, charge and spin)**: 51.5 kcal per mole
**Gap between HOMO and LUMO**: 9.805 eV
**Maximum force**: 8.08 eV/Å
**LUMO energy**: -0.038 Ha
**HOMO energy**: -0.39815 Ha

Each line ends with the Löwdin charge.
Positions of all 67 atoms, in Å:
Cd: -7.088 6.975 11.215  1.40
S: -4.988 8.512 9.049  0.60
S: -5.201 9.517 11.363  0.75
S: -8.620 8.417 13.601  0.62
S: -8.134 5.850 14.291  0.75
F: -8.332 8.869 16.240  0.11
F: -5.181 5.839 8.495  0.10
F: -6.908 7.125 7.883  0.10
F: -9.371 3.555 13.856  0.13
F: -6.409 11.921 11.794  0.15
F: -7.181 10.278 15.137  0.18
F: -10.796 5.292 13.745  0.12
F: -9.384 4.785 12.094  0.10
F: -5.669 11.717 9.826  0.11
F: -7.497 10.658 10.508  0.17
F: -6.453 8.230 15.351  0.10
F: -5.114 7.322 6.709  0.16
O: -5.740 9.220 12.712  -0.34
O: -7.449 5.163 10.030  -0.09
O: -3.564 8.517 9.099  -0.26
O: -7.692 10.601 5.946  -0.04
O: -10.299 10.449 9.768  -0.04
O: -2.476 11.682 9.601  -0.05
O: -6.783 8.512 4.332  -0.07
O: -9.161 13.031 12.011  -0.04
O: -8.787 7.804 10.190  -0.11
O: -3.777 9.851 11.327  -0.27
O: -8.632 6.265 15.617  -0.26
O: -8.109 4.732 7.208  -0.03
O: -5.523 9.645 8.206  -0.30
O: -6.494 14.507 13.048  -0.04
O: -9.935 8.136 14.212  -0.30
O: -4.908 14.008 8.562  -0.04
O: -1.553 8.068 6.533  -0.05
O: -8.660 9.561 12.660  -0.32
O: -7.557 14.074 8.122  -0.07
O: -6.945 5.005 14.285  -0.30
N: -5.766 8.209 10.374  -0.45
N: -7.869 7.113 13.026  -0.48
C: -7.541 9.022 15.158  -0.61
C: -6.287 11.025 10.807  -0.62
C: -5.585 7.029 7.929  -0.59
C: -9.544 4.815 13.421  -0.58
H: -4.518 13.364 9.153  0.02
H: -6.481 14.894 12.172  0.04
H: -1.325 8.968 6.765  0.03
H: -7.217 11.183 6.538  0.04
H: -1.448 7.577 7.348  0.02
H: -1.836 12.103 10.176  0.04
H: -8.432 13.446 12.471  -0.01
H: -8.345 4.425 6.332  0.06
H: -7.488 14.971 8.449  0.03
H: -9.615 7.356 10.363  0.08
H: -11.012 10.058 10.272  0.04
H: -5.585 14.260 13.214  0.04
H: -6.705 13.682 8.315  -0.04
H: -5.928 8.673 4.730  0.02
H: -8.970 8.365 9.437  0.06
H: -2.892 11.018 10.150  -0.03
H: -7.978 4.982 9.254  0.03
H: -9.834 13.710 11.966  0.04
H: -7.571 5.508 7.053  0.01
H: -7.266 4.300 10.403  0.08
H: -8.572 10.976 5.896  0.05
H: -9.631 10.659 10.421  -0.01
H: -7.332 9.232 4.643  -0.02
H: -4.678 13.699 7.686  0.06